ORCA calculation (the ωB97M-V functional and the def2-TZVPD basis) on a single C8H11F3Si2 molecule in a non-equilibrium geometry.

```
24
Properties=species:S:1:pos:R:3
C -2.38456 0.61695 -2.64485
Si -0.61091 0.19517 -2.11433
C 0.52735 1.44687 -2.75386
C -0.25458 -0.42722 -0.35033
C 1.16026 -0.59123 -0.14327
C 1.64167 -0.69405 1.13774
C 0.78278 -0.67167 2.20065
Si 1.36957 -0.69895 3.96800
F 0.84679 -2.02614 4.69162
F 0.86438 0.67114 4.71645
F 2.96080 -0.76492 4.18368
C -0.59448 -0.59797 2.02606
C -1.07143 -0.53532 0.70127
H -3.10400 -0.10034 -2.28874
H -2.67002 1.58144 -2.17103
H -2.54403 0.73880 -3.69221
H -0.09172 -1.05587 -2.80659
H 1.15637 1.12887 -3.58120
H 1.02108 1.66726 -1.80790
H -0.08821 2.28626 -2.99349
H 1.80934 -0.42637 -0.98161
H 2.69984 -0.75542 1.32957
H -1.26884 -0.55668 2.80106
H -2.15744 -0.43060 0.57332
```

SMILES: C[SiH](C)c1ccc([Si](F)(F)F)cc1
relative energy (zero: lowest compared OMol25 entry of this formula, charge and spin): 0.0 kJ/mol
orbital gap: 9.950 eV
lowest unoccupied orbital energy: 0.356 eV
total charge: 0
total energy: -32387.7384 eV

ORCA calculation (the ωB97M-V functional and the def2-TZVPD basis) on a single C8H11FN2O2 molecule in a non-equilibrium geometry.

```
24
Properties=species:S:1:pos:R:3
F -1.64607 -3.81897 0.35838
C -1.76967 -3.38090 -0.94962
C -1.78234 -1.86378 -1.04042
C -1.21836 -0.97393 -0.12199
C -1.49290 0.20452 -0.74647
O -1.38006 1.51857 -0.50950
C -0.56342 1.79706 0.62243
C 0.90899 1.68075 0.28036
C 2.05676 1.95771 1.25920
C 2.65339 0.64306 0.81430
N 1.34790 0.27711 0.17226
O -2.14724 0.05678 -1.86481
N -2.38168 -1.27427 -2.04796
H -2.67168 -3.75371 -1.37515
H -0.90485 -3.73477 -1.54463
H -0.65811 -1.09587 0.72924
H -0.83759 1.18423 1.49594
H -0.72899 2.82101 0.94728
H 1.08569 2.25212 -0.67209
H 1.67396 1.95223 2.29738
H 2.56642 2.90319 1.04425
H 3.45994 0.84514 0.08857
H 2.98878 -0.09709 1.56013
H 1.44113 -0.10017 -0.79709
```

SMILES: FCc1cc(OC[C@H]2CCN2)on1
relative energy (zero: lowest compared OMol25 entry of this formula, charge and spin): 211.4 kJ/mol
orbital gap: 9.605 eV
lowest unoccupied orbital energy: 0.802 eV
total charge: 0
total energy: -18263.8462 eV

ORCA calculation (the ωB97M-V functional and the def2-TZVPD basis) on 2 unconnected molecules or ions with the total composition C8H11FN2O4P in a non-equilibrium geometry.

```
27
Properties=species:S:1:pos:R:3
C 0.80460 -1.17974 1.78837
P -0.16250 -0.27144 0.54084
O 0.05297 1.29785 0.98389
C -1.85150 -0.66488 1.18920
C -2.46970 -1.87057 0.84193
C -3.73180 -2.09653 1.33320
C -4.34646 -1.10132 2.11696
N -3.77308 0.02748 2.41995
N -2.53198 0.18031 1.94799
H 1.70775 -0.60672 1.99255
H 0.28332 -1.34412 2.72687
H 1.09658 -2.12551 1.34052
H -0.63183 1.87450 0.62218
H -1.97137 -2.58239 0.20131
H -4.27889 -3.00226 1.11959
H -5.34604 -1.24313 2.49716
H -2.08975 1.04736 2.23323
C 2.65410 2.23699 -2.98570
C 2.11094 1.07404 -2.18250
O 3.10675 0.09373 -2.34544
C 4.29856 0.73666 -2.57648
O 5.35808 0.22636 -2.51435
O 4.06415 2.04026 -2.86394
F 0.93465 0.60589 -2.67970
H 2.35901 2.15617 -4.03265
H 2.37011 3.21120 -2.59803
H 1.98331 1.27984 -1.11695
```

relative energy (zero: lowest compared OMol25 entry of this formula, charge and spin): 0.0 kJ/mol
orbital gap: 8.061 eV
lowest unoccupied orbital energy: -5.261 eV
total charge: +1
total energy: -31643.6000 eV

ORCA calculation (the ωB97M-V functional and the def2-TZVPD basis) on a molecular structure, C8H11I2MoN2S2Te in a non-equilibrium geometry.

```
27
Properties=species:S:1:pos:R:3
Mo -0.92883 0.32626 -1.02033
I -2.65868 -0.00203 1.33042
C -4.23159 -0.50872 0.00031
I -3.59126 0.03905 -1.96255
H -5.16666 0.02406 0.23033
H -4.39906 -1.57491 0.12743
Te -0.08552 2.65790 -1.63465
C -0.24315 1.11719 -3.07496
C 0.59232 -0.04077 -3.07052
C 0.29370 -0.98961 -4.14749
C -0.67197 -0.34660 -4.97661
S -1.29226 1.09673 -4.44223
H 1.41775 -0.03098 -2.43379
H 0.76237 -1.85687 -4.57268
H -1.10481 -0.83021 -5.84437
S 1.00911 -0.70644 0.10175
C 1.29877 -0.11167 1.78019
N 2.51043 0.15036 2.08023
C 2.77664 0.44681 3.49349
C 1.32726 0.12561 4.12575
N 0.53232 -0.02501 2.86615
H 3.13229 0.37262 1.28052
H 3.12017 1.49154 3.67836
H 3.57574 -0.33792 3.75806
H 1.06304 0.93992 4.73932
H 1.23355 -0.86400 4.61602
H -0.27167 -0.56231 2.97185
```

<S²>: 2.437
relative energy (zero: lowest compared OMol25 entry of this formula, charge and spin): 22.8 kJ/mol
orbital gap (alpha / beta): 5.847 / 7.357 eV
lowest unoccupied orbital energy (alpha / beta): -12.750 / -11.909 eV
total charge: +3
total energy: -58444.4429 eV
spin multiplicity: 3

ORCA calculation (the ωB97M-V functional and the def2-TZVPD basis) on a molecular structure, C8H11INO2 in a non-equilibrium geometry.

```
23
Properties=species:S:1:pos:R:3
C 0.91160 -0.81893 0.37841
C 1.07035 0.43092 0.86751
C 1.69878 -1.99000 0.96664
C 1.82932 0.68706 2.07980
C -0.18495 -2.56943 -1.10931
C -0.81318 2.10114 0.87992
C 0.02166 -1.08906 -0.80363
C 0.49036 1.66807 0.21371
N 2.54928 -2.33443 0.04712
O 2.05373 1.79595 2.53349
O 1.48474 -2.39831 2.11110
I 3.87854 -3.80494 0.57608
H 2.18226 -0.20842 2.61687
H -0.61452 -3.07403 -0.24675
H 0.77342 -3.03018 -1.33328
H -0.85243 -2.69012 -1.96276
H -1.14979 3.06192 0.49242
H -0.65390 2.19501 1.95058
H -1.59907 1.36769 0.71041
H -0.95164 -0.62376 -0.61088
H 0.44707 -0.59871 -1.68641
H 1.22539 2.46650 0.33277
H 0.33441 1.50287 -0.85501
```

relative energy (zero: lowest compared OMol25 entry of this formula, charge and spin): 0.0 kJ/mol
orbital gap: 7.368 eV
lowest unoccupied orbital energy: 3.041 eV
total charge: -1
total energy: -22160.9710 eV

ORCA calculation (the ωB97M-V functional and the def2-TZVPD basis) on a single C8H11N molecule in a non-equilibrium geometry.

```
20
Properties=species:S:1:pos:R:3
C -3.99512 -0.45481 -0.52811
C -2.89138 0.03229 -0.16906
C -1.47716 0.34407 0.31937
C -0.49660 1.32529 -0.25413
C 0.77530 0.60267 0.17337
C 1.84699 0.14340 -0.68004
C 3.19502 -0.39857 -0.01168
N 0.51853 -0.67531 -0.71900
C -0.65719 -1.11201 0.22676
H -5.25582 -0.48331 -0.33966
H -1.59660 0.76476 1.31422
H -0.37839 1.35925 -1.31726
H -0.90610 2.22147 0.28128
H 0.50402 0.35330 1.24105
H 2.15930 0.55720 -1.61386
H 3.54202 -1.48909 -0.14987
H 4.05228 0.26029 -0.03683
H 2.86499 -0.19811 1.15025
H -0.68546 -1.29178 1.33959
H -1.11864 -1.86100 -0.22640
```

SMILES: C#C[C@@H]1C[C@@H]2[C@@H](C)N2C1
relative energy (zero: lowest compared OMol25 entry of this formula, charge and spin): 747.2 kJ/mol
orbital gap: 9.454 eV
lowest unoccupied orbital energy: 0.962 eV
total charge: 0
total energy: -9955.3795 eV